# 1
DFT (wB97M-V/def2-TZVPD) results for a molecular structure, C5H8O2.

```
15
Properties=species:S:1:pos:R:3:nbo_charge:R:1
O 1.52 -0.06 -2.26 -0.95
C 0.89 0.96 1.19 -0.14
C -0.15 1.23 0.11 -0.46
C -0.48 -0.27 0.30 0.19
C -1.74 -0.99 0.15 -0.10
O -0.67 -1.18 -0.77 -0.52
C 0.62 -0.35 1.30 -0.24
H 0.68 -0.54 -2.17 0.49
H 1.58 1.63 1.69 0.21
H 0.26 1.44 -0.88 0.25
H -0.95 1.93 0.36 0.21
H -1.96 -1.85 0.79 0.19
H -2.62 -0.47 -0.24 0.19
H 2.00 -0.33 -1.46 0.46
H 1.03 -1.16 1.90 0.22
```

HOMO-LUMO gap: 10.78 eV
HOMO level: -9.9 eV
DFT total energy: -345.6971 Eh
ΔE to the lowest compared entry with this formula, charge and spin: 2.934 eV

# 2
DFT (wB97M-V/def2-TZVPD) results for a molecular structure, C5H8O2.

```
15
Properties=species:S:1:pos:R:3:nbo_charge:R:1
C -0.92 1.22 -0.51 -0.63
C -0.13 0.08 0.10 0.25
C -1.00 -0.96 0.83 -0.64
C 1.00 -0.48 -0.77 -0.55
C 1.90 0.10 0.31 0.80
O 3.07 0.13 0.56 -0.55
O 0.88 0.62 1.04 -0.50
H -0.24 1.94 -0.97 0.22
H -1.60 0.84 -1.28 0.22
H -1.51 1.73 0.26 0.22
H -1.05 -1.90 0.27 0.22
H -0.56 -1.16 1.81 0.24
H -2.02 -0.60 0.98 0.22
H 1.06 -1.57 -0.87 0.24
H 1.11 0.00 -1.75 0.24
```

HOMO-LUMO gap: 11.14 eV
HOMO level: -10.4 eV
DFT total energy: -345.7961 Eh
ΔE to the lowest compared entry with this formula, charge and spin: 0.241 eV

Among the records above, which one has the lowest ΔE to the lowest compared entry with this formula, charge and spin?
number 2

Among the records above, which one has the highest DFT total energy?
number 1

Which of these has the lowest HOMO level?
number 2